{"formula": "C20H43N2OOsP3", "method": "wB97M-V/def2-TZVPD", "s2": 6.035, "e_homo_ev": [-19.63, -20.24], "gap_ev": [8.9, 5.5], "max_force_ev_per_a": 2.866, "lumo_energy_ev": [-10.8, -14.7], "spin_multiplicity": 5, "total_charge": 4, "e_tot_ev": -56756.2056, "symbols": ["Os", "P", "P", "P", "H", "C", "C", "H", "C", "C", "C", "C", "C", "C", "C", "C", "C", "H", "H", "H", "H", "H", "H", "H", "H", "H", "H", "H", "H", "H", "H", "H", "H", "H", "H", "H", "H", "H", "H", "H", "H", "H", "H", "H", "H", "H", "C", "C", "C", "C", "C", "C", "O", "H", "H", "H", "H", "H", "H", "C", "N", "C", "C", "N", "H", "H", "H", "H", "H", "H"], "positions_angstrom": [[-0.45897, -0.22719, 0.04468], [0.50944, 0.85618, 1.90507], [-0.26391, -2.46372, 0.62785], [-2.49970, 0.57333, 0.71334], [-0.04664, -0.13076, -2.70338], [-0.74225, 0.41032, -2.04194], [-0.21319, 1.51891, -1.27477], [0.85400, 1.75956, -1.37942], [2.31000, 1.19737, 1.98224], [0.28519, -0.01204, 3.49781], [-0.12931, 2.53590, 2.26660], [-0.53378, -3.26989, -0.97879], [1.32725, -3.19541, 1.19685], [-1.45242, -3.07230, 1.87111], [-2.89907, 2.29594, 0.24098], [-3.06926, 0.32161, 2.43407], [-3.76693, -0.33890, -0.17987], [-1.76358, 0.46047, -2.44741], [-0.83898, 2.39668, -1.09634], [2.61738, 1.87023, 1.17546], [2.89104, 0.27185, 1.91959], [2.52373, 1.68223, 2.94291], [0.65289, -1.04119, 3.43379], [-0.76449, -0.02435, 3.80287], [0.87428, 0.52723, 4.25076], [-0.03718, 3.17338, 1.38249], [0.48330, 2.96675, 3.06800], [-1.17408, 2.52907, 2.58854], [-0.79358, -4.31923, -0.77655], [0.42004, -3.25533, -1.56164], [-1.35742, -2.79405, -1.54049], [1.20385, -4.29240, 1.26112], [1.61453, -2.82150, 2.19577], [2.11940, -2.97059, 0.46192], [-1.29456, -4.15482, 2.02280], [-2.48943, -2.90959, 1.53427], [-1.29049, -2.56588, 2.84008], [-3.94850, 2.51040, 0.50099], [-2.78288, 2.42801, -0.84683], [-2.24217, 3.00603, 0.76510], [-4.16074, 0.47373, 2.45533], [-2.59624, 1.03391, 3.12303], [-2.86541, -0.71533, 2.74824], [-4.76692, 0.10126, -0.07039], [-3.79875, -1.36810, 0.19251], [-3.48457, -0.34329, -1.23667], [-4.67241, -2.74769, -2.53615], [-4.94604, -3.94546, -3.23231], [-5.87567, -3.90401, -4.27842], [-6.58102, -2.73432, -4.58565], [-6.35183, -1.58024, -3.83535], [-5.40560, -1.59109, -2.80540], [-3.55608, -2.56749, -1.73491], [-3.29052, -3.35262, -1.18212], [-4.42834, -4.86702, -2.94135], [-6.08153, -4.81163, -4.85520], [-7.29704, -2.73711, -5.41758], [-6.89845, -0.66086, -4.03078], [-5.22688, -0.73040, -2.18440], [4.94858, -0.66796, -0.61874], [3.78777, -0.26050, -1.43292], [4.09613, 0.51825, -2.63530], [2.56982, -0.39078, -1.00865], [1.50996, -0.67233, -0.55522], [5.78313, -0.85625, -1.30583], [4.71114, -1.57432, -0.04909], [5.25612, 0.13284, 0.07387], [3.57717, 0.11744, -3.51873], [3.80974, 1.57598, -2.52054], [5.18323, 0.43059, -2.75574]], "forces_ev_per_angstrom": [[1.9, 0.2, 0.0], [0.8, 1.5, 2.3], [0.7, -2.1, 0.4], [-2.6, 0.9, 0.7], [-0.3, 0.0, 0.5], [0.3, 1.5, -0.3], [0.4, -0.4, -2.2], [-0.5, -0.2, 0.1], [0.1, -0.3, -0.7], [-0.2, -0.2, -0.1], [-0.1, -0.1, -0.2], [0.0, -0.4, -0.2], [0.0, 0.4, -0.1], [-0.3, 0.0, 0.0], [0.2, 0.2, 0.1], [0.2, 0.1, 0.1], [0.0, -0.3, -0.3], [0.4, -0.1, 0.5], [0.2, -0.5, 0.4], [0.0, -0.1, 0.1], [-0.1, 0.1, 0.0], [-0.2, -0.1, -0.2], [0.0, 0.2, 0.1], [0.2, 0.0, 0.0], [-0.2, -0.1, -0.1], [0.1, 0.0, 0.1], [-0.1, -0.1, -0.1], [0.2, 0.0, 0.0], [0.1, 0.1, -0.2], [-0.8, 0.1, 0.4], [0.6, -0.2, 0.1], [-0.1, 0.5, -0.1], [-0.1, -0.2, -0.5], [-0.3, -0.1, 0.4], [0.0, 0.4, -0.1], [0.3, 0.0, 0.2], [-0.1, -0.2, -0.4], [0.4, -0.2, 0.0], [-0.1, -0.1, 0.4], [-0.4, -0.2, -0.3], [0.4, 0.1, 0.0], [-0.2, -0.3, -0.1], [0.0, 0.4, -0.1], [0.3, 0.2, 0.2], [0.0, 0.3, -0.2], [-0.1, -0.1, 0.4], [0.7, -0.4, -0.6], [1.6, 1.0, 2.2], [-1.9, 0.1, -1.5], [-0.2, 0.3, -0.2], [-1.4, -0.7, -1.7], [1.3, -1.1, 1.2], [-0.2, -1.6, 0.6], [-0.8, 0.7, -1.1], [-0.2, 0.3, -0.3], [0.1, 0.3, 0.2], [0.3, 0.0, 0.5], [0.0, -0.2, -0.1], [-0.1, 0.2, -0.2], [0.4, -0.3, 0.7], [-1.3, 0.1, 0.5], [0.0, 0.7, -0.9], [0.6, -0.8, 0.4], [0.5, 1.0, -0.9], [-0.4, -0.1, 0.2], [0.1, 0.2, -0.2], [-0.2, -0.2, -0.3], [0.3, 0.0, 0.3], [0.3, -0.4, 0.1], [-0.5, 0.2, -0.3]], "lowdin_charge": [0.99, 0.70, 0.67, 0.66, 0.08, -0.22, -0.24, 0.07, -0.21, -0.21, -0.22, -0.23, -0.20, -0.21, -0.19, -0.20, -0.26, 0.07, 0.06, 0.07, 0.05, 0.08, 0.04, 0.04, 0.09, 0.06, 0.09, 0.04, 0.08, 0.08, 0.02, 0.09, 0.06, 0.04, 0.09, 0.05, 0.06, 0.09, 0.07, 0.05, 0.09, 0.05, 0.05, 0.09, 0.05, 0.02, -0.23, 0.12, 0.08, 0.02, 0.07, 0.10, -0.05, 0.13, 0.16, 0.16, 0.15, 0.15, 0.11, 0.03, -0.13, 0.03, -0.16, -0.02, 0.12, 0.11, 0.12, 0.12, 0.11, 0.11]}